[1]
DFT (the ωB97M-V functional and the def2-TZVPD basis) results for one molecule with the formula C20H18FN3O4S.

The geometry in XYZ format:
```
47
C20H18FN3O4S | the OMol25 dataset | the ωB97M-V functional and the def2-TZVPD basis
O 2.34 -2.01 2.72
F -3.35 -3.08 5.28
N -2.75 2.95 1.89
N -1.00 1.51 1.29
O 2.46 -1.94 -1.51
O -0.12 -2.31 0.09
O 1.44 0.10 -1.79
S -2.96 -0.84 -1.30
C 1.25 -2.08 2.18
C -1.55 -0.32 -0.38
C -3.88 0.54 -0.63
C -1.54 2.48 2.02
C -1.27 -4.02 4.31
C -1.93 -1.69 4.05
C -0.15 -3.71 3.54
C -0.76 -1.37 3.40
C -2.23 -2.98 4.49
C 0.16 -2.46 3.09
C -3.51 2.36 0.97
C -1.82 0.86 0.40
C -3.09 1.34 0.20
N -4.76 2.84 1.07
C 3.79 0.00 -2.21
C 2.29 -1.29 -3.77
C 2.50 -0.76 -2.32
C 1.20 -2.38 0.62
C 2.01 -1.50 -0.18
C -0.28 -1.05 -0.67
C 1.07 -0.35 -0.46
H -5.01 0.57 -0.77
H -1.12 2.71 2.95
H -1.54 -4.93 4.88
H -2.63 -0.88 4.33
H 0.58 -4.63 3.37
H -0.48 -0.39 3.00
H -4.79 3.59 1.73
H -5.31 2.91 0.22
H 3.94 0.41 -1.19
H 4.65 -0.68 -2.59
H 3.75 0.78 -2.98
H 3.14 -1.96 -4.06
H 1.42 -1.97 -3.70
H 2.13 -0.51 -4.55
H 1.54 -3.43 0.56
H 2.96 -1.03 0.40
H -0.41 -1.20 -1.67
H 1.10 0.34 0.28
```

Output
Total charge: 0

---

[2]
DFT (the ωB97M-V functional and the def2-TZVPD basis) results for C5H11NS2 as an isolated structure.

The geometry in XYZ format:
```
19
C5H11NS2 | the OMol25 dataset | the ωB97M-V functional and the def2-TZVPD basis
C 0.04 -0.20 0.29
C -0.27 1.26 -0.19
C 0.96 -1.11 -0.61
C -1.27 -0.88 0.36
C -2.36 -0.74 -0.49
H 1.17 -1.18 1.93
H 1.17 0.56 1.84
H -0.24 1.20 -1.38
H -1.32 1.47 0.10
H 0.50 3.55 -1.24
H 0.36 -2.23 -0.63
H 1.01 -0.79 -1.69
H 2.67 0.87 0.21
H -1.17 -1.64 1.24
H -3.25 -1.30 -0.24
H -2.13 0.01 -1.21
N 0.37 -0.29 1.80
S 0.96 2.43 0.13
S 2.81 -0.98 -0.19
```

Output
Total charge: 0

---

[3]
DFT (the ωB97M-V functional and the def2-TZVPD basis) results for a 6-piece molecular cluster, C2H16O7 overall.

The geometry in XYZ format:
```
25
C2H16O7 | the OMol25 dataset | the ωB97M-V functional and the def2-TZVPD basis
O -1.05 3.11 -0.99
H -0.56 3.27 -1.80
H -1.30 3.98 -0.68
O -5.92 1.50 3.13
H -5.98 1.33 4.07
H -6.65 2.08 2.95
O -4.99 -4.79 -0.70
H -4.61 -3.94 -0.51
H -4.42 -5.17 -1.37
O -0.11 -0.37 -5.17
H 0.22 -0.88 -5.92
H -0.99 -0.71 -5.02
O -2.91 -0.77 0.42
H -3.38 -0.39 1.17
H -2.71 -0.03 -0.14
C 5.12 0.60 0.93
C 3.98 -0.49 1.21
O 3.44 -0.90 0.05
O 5.78 0.76 2.09
H 4.55 1.49 0.66
H 5.84 0.34 0.15
H 3.34 -0.05 1.98
H 4.35 -1.34 1.78
H 2.79 -0.24 -0.19
H 6.17 1.62 1.90
```

Output
Total charge: 0

---

[4]
DFT (the ωB97M-V functional and the def2-TZVPD basis) results for one molecule with the formula C23H29N3O6S.

The geometry in XYZ format:
```
62
C23H29N3O6S | the OMol25 dataset | the ωB97M-V functional and the def2-TZVPD basis
C 5.12 -2.63 -2.08
H 5.87 -1.96 -1.65
H 5.14 -3.57 -1.53
H 5.38 -2.81 -3.12
C 3.74 -2.01 -1.95
N 2.63 -2.87 -2.28
S 2.15 -3.90 -1.06
O 1.13 -4.76 -1.58
O 3.27 -4.51 -0.40
C 1.40 -2.75 0.09
C 1.66 -2.85 1.44
C 1.01 -2.01 2.33
C 0.10 -1.06 1.86
C -0.10 -0.93 0.47
C 0.53 -1.79 -0.41
H 0.36 -1.72 -1.47
N -0.91 0.13 0.06
C -1.34 0.44 -1.18
O -1.15 -0.20 -2.19
C -2.15 1.74 -1.22
C -1.59 2.66 -2.31
O -2.38 3.82 -2.44
C -2.71 4.39 -1.23
C -3.20 5.69 -1.23
C -3.51 6.32 -0.04
C -3.32 5.65 1.16
C -2.85 4.35 1.17
C -2.56 3.71 -0.02
O -2.12 2.40 0.03
H -2.72 3.82 2.10
H -3.55 6.14 2.10
H -3.89 7.32 -0.05
H -3.32 6.19 -2.18
H -1.59 2.16 -3.28
H -0.56 2.94 -2.04
H -3.19 1.49 -1.49
H -1.13 0.79 0.80
N -0.61 -0.19 2.70
C -0.04 0.16 3.99
H -0.18 -0.65 4.73
C -0.76 1.42 4.48
H -0.57 2.24 3.77
O -2.14 1.20 4.61
C -2.71 0.80 3.39
H -2.62 1.60 2.64
C -2.03 -0.47 2.85
H -2.19 -1.29 3.57
H -2.47 -0.75 1.89
H -3.77 0.61 3.59
H -0.40 1.70 5.47
H 1.03 0.36 3.87
H 1.20 -2.10 3.38
H 2.36 -3.59 1.78
C 2.35 -3.25 -3.64
C 3.08 -4.51 -4.12
H 4.15 -4.36 -4.14
H 2.86 -5.32 -3.44
H 2.74 -4.77 -5.11
H 1.27 -3.44 -3.69
H 2.58 -2.40 -4.28
H 3.66 -1.11 -2.57
H 3.58 -1.71 -0.91
```

Output
Total charge: 0

---

no.,highest occupied orbital energy (eV),HOMO-LUMO gap (Eh)
1,-8.21,0.27309
2,-8.88,0.28585
3,-9.93,0.38057
4,-8.61,0.33752